Entry 1:
Molecular formula: C5H7N3
Method: DFT, wB97M-V/def2-TZVPD

As for the largest force on an atom: 0.076 Eh/bohr. Its molar mass is 109.1 g mol⁻¹. The calculation puts the energy above the lowest of the compared OMol25 structures with the same formula, charge and spin at 453.3 kJ/mol. Its HOMO energy (alpha / beta) is -9.684 / -9.687 eV.

Structure (ORCA input):
```
! wB97M-V def2-TZVPD RIJCOSX def2/J DEFGRID3
* xyz 0 1
C 1.45 -0.76 -1.51
C 1.15 1.51 -0.87
C -1.00 0.96 1.03
C -0.52 -1.34 0.59
C 0.56 0.33 -1.41
N 2.03 -1.75 -1.52
N 1.80 2.31 -0.35
N -0.92 -0.08 -0.01
H -1.95 0.80 1.50
H -0.25 0.63 1.86
H -0.82 1.94 0.68
H -0.87 -2.13 -0.14
H 0.58 -1.50 0.94
H -1.23 -1.40 1.50
H 0.00 0.48 -2.27
*
```

Let us look at the Mulliken charges, expressed in e, one per atom:
1. C 0.23
2. C 0.22
3. C -0.90
4. C -0.91
5. C 0.08
6. N -0.41
7. N -0.40
8. N -0.23
9. H 0.37
10. H 0.31
11. H 0.36
12. H 0.31
13. H 0.30
14. H 0.42
15. H 0.25

***

Entry 2:
Molecular formula: C5H7N3
Method: DFT, wB97M-V/def2-TZVPD

As for the largest force on an atom: 0.138 Eh/bohr. Its molar mass is 109.1 g mol⁻¹. The calculation puts the energy above the lowest of the compared OMol25 structures with the same formula, charge and spin at 833.5 kJ/mol. Its HOMO energy is -7.866 eV.

Structure (ORCA input):
```
! wB97M-V def2-TZVPD RIJCOSX def2/J DEFGRID3
* xyz 0 1
C -0.98 -0.11 -0.19
C 0.09 1.97 -0.04
C 0.90 0.84 -0.32
C 1.52 -1.21 0.14
C 0.29 -0.33 -0.49
H -2.08 -1.93 0.58
H -2.70 -1.27 -0.96
H -2.20 1.80 -0.49
H -0.09 3.04 0.38
H 2.84 0.57 0.50
H 1.56 -1.42 1.42
H 1.99 -2.30 -0.55
N -2.15 -1.00 0.01
N -1.20 1.16 0.22
N 2.20 0.16 -0.19
*
```

Let us look at the Mulliken charges, expressed in e, one per atom:
1. C 0.02
2. C -0.91
3. C 0.40
4. C -0.29
5. C 0.14
6. H 0.26
7. H 0.25
8. H 0.34
9. H 0.30
10. H 0.24
11. H 0.23
12. H 0.23
13. N -0.52
14. N -0.32
15. N -0.38

***

Entry 3:
Molecular formula: C5H7N3O
Method: DFT, wB97M-V/def2-TZVPD

As for the largest force on an atom: 0.100 Eh/bohr. Its molar mass is 125.1 g mol⁻¹. The calculation puts the energy above the lowest of the compared OMol25 structures with the same formula, charge and spin at 308.9 kJ/mol. Its HOMO energy is -9.383 eV. The SMILES is CN(C=O)n1cccn1.

Structure (ORCA input):
```
! wB97M-V def2-TZVPD RIJCOSX def2/J DEFGRID3
* xyz 0 1
C 2.31 -0.91 0.17
C 2.35 0.38 -0.42
C 1.01 -1.23 0.37
C -2.07 -0.95 -0.02
C -1.47 1.52 0.10
N 1.12 0.80 -0.61
N 0.37 -0.15 -0.07
N -1.21 0.10 -0.03
O -3.28 -0.86 -0.12
H 3.23 -1.63 0.27
H 3.10 1.14 -0.62
H 0.47 -2.04 0.68
H -1.56 -1.97 -0.07
H -0.67 1.96 -0.57
H -2.44 1.79 -0.10
H -1.27 2.04 1.04
*
```

Let us look at the Mulliken charges, expressed in e, one per atom:
1. C -0.76
2. C -0.21
3. C 0.14
4. C 0.13
5. C -0.80
6. N -0.87
7. N 0.61
8. N 0.01
9. O -0.53
10. H 0.25
11. H 0.43
12. H 0.38
13. H 0.23
14. H 0.30
15. H 0.41
16. H 0.30

***

Entry 4:
Molecular formula: C5H7N3O2
Method: DFT, wB97M-V/def2-TZVPD

As for the largest force on an atom: 0.116 Eh/bohr. Its molar mass is 141.1 g mol⁻¹. The calculation puts the energy above the lowest of the compared OMol25 structures with the same formula, charge and spin at 405.0 kJ/mol. Its HOMO energy is -9.518 eV.

Structure (ORCA input):
```
! wB97M-V def2-TZVPD RIJCOSX def2/J DEFGRID3
* xyz 0 1
O 0.96 -1.56 -0.87
C 0.27 -0.33 -1.02
C -1.19 -0.58 -1.25
N -2.28 -0.26 -1.64
C 0.50 0.61 0.11
C -0.34 1.08 1.10
N 0.35 1.88 1.97
C 1.59 1.89 1.52
N 1.73 1.14 0.41
H 0.74 -1.94 -0.01
H 0.65 0.11 -1.95
H -1.39 0.84 1.25
H 2.41 2.49 1.92
H 2.60 1.03 -0.11
O -2.16 -2.39 -0.55
H -1.50 -2.43 0.16
H -2.96 -1.58 -1.04
*
```

Let us look at the Mulliken charges, expressed in e, one per atom:
1. O -0.50
2. C 0.59
3. C 0.17
4. N -0.63
5. C -0.21
6. C -0.04
7. N -0.65
8. C -0.27
9. N -0.09
10. H 0.39
11. H 0.25
12. H 0.45
13. H 0.37
14. H 0.22
15. O -0.79
16. H 0.28
17. H 0.47